Entry 1:
C12H10F3N2ReS4Sb as an isolated structure in a non-equilibrium geometry, computed with the ωB97M-V functional and the def2-TZVPD basis.

The calculation puts the largest force on an atom at 0.067 Eh/bohr. As for the energy above the lowest of the compared OMol25 structures with the same formula, charge and spin: 76.25 kJ/mol. As for the charge: +1. As for the expectation value of S²: 2.036. For the HOMO energy (spin up / spin down), the calculation gives -0.40667 / -0.42016 hartree. The spin multiplicity is 3. As for the lowest unoccupied orbital energy (spin up / spin down): -5.18 / -5.30 eV. The HOMO-LUMO gap (spin up / spin down) comes out at 5.885 / 6.132 eV.

Last column: Mulliken spin population.
CARTESIAN COORDINATES (ANGSTROEM)
Re  -0.367308  1.314858  0.782865  1.400
S  0.399388  -3.169702  1.776413  0.146
Sb  1.742454  -1.394663  1.919134  0.056
S  1.116124  -0.081356  -0.253917  0.284
S  0.126530  0.594426  2.796865  0.043
S  0.264614  3.397203  -0.045486  0.003
C  1.530127  2.971512  -1.152646  0.047
N  1.341004  2.601475  -2.403385  -0.011
C  2.598911  2.235178  -3.063179  0.002
C  3.651506  2.642509  -2.010612  -0.003
N  2.815324  3.040723  -0.873347  -0.010
H  0.435487  2.431762  -2.807367  0.001
H  2.708901  2.776331  -4.000318  0.000
H  2.617101  1.166577  -3.275272  0.002
H  4.262293  3.482027  -2.339026  0.000
H  4.303858  1.817117  -1.733812  0.002
H  3.178518  3.275051  0.034511  -0.001
F  -9.131332  -0.770927  -1.612623  0.000
C  -8.627702  -1.523359  -0.615793  0.000
F  -9.370479  -1.280721  0.478733  0.000
F  -8.793808  -2.809247  -0.947720  0.000
C  -7.181964  -1.178676  -0.375287  0.006
C  -6.878805  0.136289  -0.036205  -0.005
C  -5.565123  0.495813  0.175414  0.023
C  -4.542967  -0.457328  0.039318  -0.005
C  -4.863647  -1.778312  -0.281262  0.004
C  -6.184430  -2.134490  -0.484395  -0.004
C  -3.209108  -0.016923  0.223014  0.167
C  -2.069175  0.394214  0.384358  -0.144
H  -7.668403  0.869934  0.054897  0.000
H  -5.310531  1.509840  0.451516  -0.003
H  -4.076099  -2.515215  -0.358965  0.000
H  -6.438013  -3.154758  -0.735988  0.000

Atomic forces in eV per Å
0.851 -3.181 1.023
0.693 0.863 0.124
-0.828 -0.865 -0.211
-0.883 1.151 0.378
-0.359 0.971 -1.085
-0.227 0.376 0.114
0.324 -0.064 -0.317
0.027 -0.050 -0.102
0.040 -0.041 -0.116
0.078 0.039 -0.064
0.065 -0.037 0.027
-0.089 0.043 0.114
0.016 0.030 0.037
-0.041 -0.001 0.062
-0.012 -0.005 0.012
-0.026 -0.003 0.005
-0.105 0.051 0.069
-0.003 -0.105 0.096
-0.065 -0.008 -0.029
0.047 -0.033 -0.112
-0.030 0.079 0.013
0.063 0.093 0.066
0.043 -0.052 -0.029
0.030 -0.042 0.020
-0.430 0.167 -0.009
0.224 0.073 0.047
-0.083 -0.068 -0.042
0.351 -0.142 0.026
0.350 0.748 -0.059
-0.007 -0.008 0.012
-0.008 0.008 -0.039
-0.006 -0.003 -0.041
-0.002 0.016 0.009


Entry 2:
One molecule with the formula C12H10N2O in a non-equilibrium geometry, computed with the ωB97M-V functional and the def2-TZVPD basis.

The calculation puts the largest force on an atom at 0.079 Eh/bohr. As for the energy above the lowest of the compared OMol25 structures with the same formula, charge and spin: 120.88 kJ/mol. As for the charge: 0. For the HOMO energy, the calculation gives -0.30112 hartree. As for the lowest unoccupied orbital energy: 0.20 eV. The HOMO-LUMO gap comes out at 8.399 eV.

Last column: Mulliken charge in e.
CARTESIAN COORDINATES (ANGSTROEM)
C  1.166840  -2.357882  2.117298  0.443
C  -0.189357  3.216428  -0.011678  -0.214
C  0.853110  2.692516  0.708258  -0.981
C  -1.296507  2.431571  -0.465542  -0.663
C  0.871566  1.353333  0.949271  -0.302
C  -1.359215  1.174841  0.082721  -0.384
C  -0.270281  0.610080  0.719309  0.376
C  0.349992  -1.678892  -1.182442  0.733
C  -0.407538  -0.750047  1.204561  0.198
C  -1.292168  -1.709102  0.391754  -0.586
C  0.745946  -1.707055  0.970166  0.193
C  0.717011  -1.410199  -2.614077  -1.293
N  1.485625  -2.850093  3.074317  -0.552
N  1.221679  -1.799751  -0.262091  -0.549
O  -0.980838  -1.817170  -0.921904  -0.298
H  -0.383476  4.301226  -0.144818  0.304
H  1.799944  3.150537  0.765544  0.380
H  -2.102360  2.850101  -1.086361  0.381
H  1.581240  0.769610  1.391505  0.599
H  -2.302158  0.727579  -0.034144  0.415
H  -0.741833  -0.987531  2.277086  0.469
H  -2.107704  -2.345501  0.832803  0.359
H  1.169332  -0.449646  -2.552067  0.304
H  -0.136193  -1.452770  -3.250132  0.327
H  1.607342  -1.962184  -2.959336  0.342

Atomic forces in eV per Å
0.187 0.516 -2.414
-2.720 1.396 -1.190
0.662 -0.368 -1.226
1.522 1.304 1.399
-2.749 -0.725 -0.488
0.103 0.684 -0.940
-0.928 1.083 -0.001
0.267 -0.230 -1.655
-1.679 -3.596 0.940
1.357 0.399 1.466
-2.862 0.935 0.034
0.916 -0.413 1.150
1.077 -1.722 3.462
0.624 -0.353 -0.286
0.065 -0.078 0.692
1.060 -0.639 -0.222
0.638 1.348 0.692
0.454 -0.123 0.558
2.648 -0.696 1.145
-0.833 -1.405 -0.099
0.422 1.228 -1.283
1.114 0.640 -0.897
-0.185 1.397 -0.434
-0.359 -0.003 -0.621
-0.801 -0.579 0.221


Entry 3:
C12H10N3OSe3TeV as an isolated structure in a non-equilibrium geometry, computed with the ωB97M-V functional and the def2-TZVPD basis.

The calculation puts the largest force on an atom at 0.070 Eh/bohr. As for the energy above the lowest of the compared OMol25 structures with the same formula, charge and spin: 92.23 kJ/mol. As for the charge: -1. As for the expectation value of S²: 3.775. For the HOMO energy (spin up / spin down), the calculation gives -0.10958 / -0.13298 hartree. The spin multiplicity is 4. As for the lowest unoccupied orbital energy (spin up / spin down): 2.62 / 2.64 eV. The HOMO-LUMO gap (spin up / spin down) comes out at 5.606 / 6.263 eV.

Last column: Mulliken spin population.
CARTESIAN COORDINATES (ANGSTROEM)
V  -0.159456  0.316976  -0.139661  2.799
O  -3.650236  -0.362516  1.668016  0.051
C  -2.672914  -0.274708  0.911222  0.054
N  -1.452778  0.178312  1.191614  -0.034
C  -1.086673  0.656178  2.499638  -0.023
C  -0.173147  1.830083  2.260175  0.072
C  -0.131035  2.941601  3.080445  -0.017
C  0.685068  4.012846  2.746652  0.038
C  1.436575  3.924092  1.584612  -0.017
C  1.342102  2.784114  0.809062  0.030
N  0.549834  1.744613  1.116215  -0.076
C  -2.720654  -0.701123  -0.527684  0.051
C  -3.894356  -1.117844  -1.131961  -0.031
C  -3.865226  -1.502155  -2.460638  0.049
C  -2.645213  -1.493877  -3.129223  -0.023
C  -1.513621  -1.071130  -2.458374  0.068
N  -1.538475  -0.652856  -1.186676  -0.083
H  -0.530513  -0.131818  3.024181  -0.002
H  -1.962428  0.918014  3.099002  0.001
H  -0.741564  2.969498  3.973741  -0.001
H  0.726575  4.893350  3.374726  0.005
H  2.087893  4.731096  1.278626  -0.001
H  1.916044  2.692148  -0.103067  0.008
H  -4.794591  -1.124345  -0.532791  -0.001
H  -4.770150  -1.811854  -2.968378  0.007
H  -2.573727  -1.800497  -4.163507  -0.001
H  -0.548788  -1.049253  -2.947269  0.007
Se  1.115701  1.221574  -2.254111  0.006
Se  2.739807  -0.445475  -2.373489  0.035
Te  3.237091  -1.032472  0.032015  0.050
Se  0.888956  -1.689775  0.672570  -0.021

Atomic forces in eV per Å
2.493 0.754 -2.487
-0.053 -0.050 -0.304
0.018 0.195 0.816
-2.199 -0.125 1.714
-0.271 -0.070 0.063
-0.112 -0.146 -0.124
0.127 0.132 0.217
0.008 -0.208 -0.135
-0.044 0.104 0.247
0.245 -0.049 0.029
0.294 1.463 1.164
-0.097 -0.210 -0.383
0.009 0.022 0.162
0.167 -0.024 -0.082
-0.264 -0.019 0.101
0.130 -0.091 -0.082
-1.759 -0.776 -0.826
0.025 0.054 0.050
0.060 0.112 0.031
-0.030 -0.043 -0.028
-0.008 0.013 -0.001
0.016 -0.032 -0.049
-0.074 -0.126 -0.063
-0.002 0.008 -0.007
0.000 -0.012 0.010
0.045 -0.012 0.004
0.048 0.085 0.069
0.120 0.338 -0.274
0.277 -0.304 -0.106
-0.177 0.066 -0.078
1.010 -1.048 0.354


Entry 4:
A 3-piece molecular cluster, C12H10N5O6 overall in a non-equilibrium geometry, computed with the ωB97M-V functional and the def2-TZVPD basis.

The calculation puts the largest force on an atom at 0.097 Eh/bohr. As for the charge: -1. For the HOMO energy, the calculation gives -0.06005 hartree. As for the lowest unoccupied orbital energy: 1.56 eV. The HOMO-LUMO gap comes out at 3.192 eV.

Last column: Mulliken charge in e.
CARTESIAN COORDINATES (ANGSTROEM)
N  5.541445  -2.292102  -1.821718  -0.609
C  4.706069  -1.578554  -1.430064  0.140
C  3.684979  -0.709468  -0.968120  0.200
C  3.064219  0.307140  -1.698637  -0.612
C  1.974476  1.035571  -1.146257  -0.387
N  1.284664  1.969779  -1.978984  0.916
O  1.752582  2.204188  -3.118293  -0.720
O  0.232057  2.530652  -1.558136  -0.778
C  1.538838  0.798031  0.164679  -0.770
C  2.212140  -0.170290  0.887882  0.501
N  1.909781  -0.753037  2.121305  0.758
O  1.071319  -0.482466  2.963973  -0.859
O  2.800478  -1.868132  2.267102  -0.269
N  3.647415  -1.984078  1.160227  -0.687
C  3.255655  -0.954438  0.363721  0.573
H  3.406868  0.538706  -2.700254  0.526
H  0.714131  1.367884  0.582160  0.561
O  -4.603019  1.835697  0.369176  -0.436
C  -3.929129  2.339266  1.188934  0.950
C  -2.110301  0.386045  1.090082  -0.784
C  -2.954965  -0.809168  1.274372  -0.335
C  -2.784315  -1.518367  -0.087883  -0.690
C  -1.975000  -0.590156  -0.992688  -0.594
N  -1.750414  0.578549  -0.155963  0.142
O  -3.283514  2.842071  2.033790  -0.441
H  -1.813764  1.004413  1.937899  0.663
H  -2.626071  -1.405367  2.131248  0.370
H  -4.010972  -0.531593  1.442436  0.158
H  -2.259556  -2.458024  0.063340  0.310
H  -3.732967  -1.727977  -0.570073  0.288
H  -1.024358  -1.050547  -1.279364  0.261
H  -2.462455  -0.295768  -1.922786  0.404
H  -1.476320  1.441542  -0.613105  0.249

Atomic forces in eV per Å
-1.076 0.885 0.544
1.292 -0.626 -1.288
0.092 0.535 -0.320
-0.135 -0.112 0.323
0.320 0.568 -1.500
1.073 -0.777 0.209
-0.536 0.179 0.300
0.340 -0.511 -0.017
-1.313 0.601 0.853
-0.823 -1.688 2.421
2.128 0.860 -4.406
-1.208 -0.012 1.642
0.048 -0.151 0.891
-1.578 2.593 -1.027
0.555 -2.256 1.307
-0.199 -0.070 0.079
0.329 -0.148 -0.026
0.703 0.883 0.963
0.089 -0.049 0.375
-0.193 0.624 1.170
0.194 -0.259 -0.410
-0.289 -0.587 -0.077
0.192 -0.120 -0.266
0.446 -0.037 -0.420
-1.216 -0.354 -1.301
0.128 0.050 -0.671
-0.036 -0.048 -0.098
0.284 -0.034 0.059
-0.024 -0.067 -0.126
-0.209 -0.173 0.152
0.029 0.254 0.123
-0.213 -0.026 0.108
0.805 0.072 0.432


Entry 5:
One molecule with the formula C12H10O in a non-equilibrium geometry, computed with the ωB97M-V functional and the def2-TZVPD basis.

The calculation puts the largest force on an atom at 0.076 Eh/bohr. As for the energy above the lowest of the compared OMol25 structures with the same formula, charge and spin: 8.61 kJ/mol. As for the charge: 0. For the HOMO energy, the calculation gives -0.31459 hartree. As for the lowest unoccupied orbital energy: 0.80 eV. The SMILES is Oc1ccccc1-c1ccccc1. The HOMO-LUMO gap comes out at 9.358 eV.

Last column: Mulliken charge in e.
CARTESIAN COORDINATES (ANGSTROEM)
C  -1.380251  0.917737  -0.307431  0.247
C  -2.729716  1.055549  -0.248299  -0.215
C  -3.547305  0.001361  0.051415  -0.657
C  -2.935107  -1.181819  0.314177  -0.449
C  -1.510915  -1.333639  0.392611  -0.550
C  -0.753880  -0.243045  0.015261  0.771
C  0.754364  -0.207419  0.014408  -0.491
C  1.429415  -0.943140  -0.875235  -0.517
C  2.837866  -0.809338  -0.786498  -0.375
C  3.487459  0.147886  -0.000786  -0.554
C  2.722824  0.856003  0.838427  -0.328
C  1.387932  0.552163  0.980201  -0.102
H  0.201339  1.762904  -0.932041  0.395
H  -3.152244  2.055192  -0.437003  0.362
H  -4.609219  0.078969  0.001530  0.417
H  -3.448270  -2.110606  0.586020  0.332
H  -0.977345  -2.276131  0.708278  0.364
H  0.976666  -1.540984  -1.631899  0.489
H  3.412644  -1.554924  -1.365704  0.316
H  4.523666  0.196219  0.066979  0.446
H  3.199251  1.525582  1.582433  0.309
H  0.803727  1.013209  1.729159  0.430
O  -0.692896  2.038263  -0.696002  -0.641

Atomic forces in eV per Å
-0.073 1.775 -0.511
-1.399 1.893 -0.267
0.283 -0.193 -0.305
1.878 -3.165 1.377
-0.929 -0.121 -0.360
1.731 -1.013 0.714
-3.061 -0.054 1.432
3.410 0.245 -0.450
0.371 -1.228 -1.294
-1.011 -2.299 -1.727
-0.481 1.367 3.160
0.283 0.846 -0.902
0.087 0.213 0.098
0.257 -0.562 -0.073
-0.546 0.110 0.147
-0.392 0.574 -0.211
-1.000 1.056 -0.425
-0.293 -0.466 -0.217
-0.047 0.779 0.181
1.672 0.137 -0.293
-0.377 -0.316 -0.614
-0.553 0.532 0.664
0.191 -0.110 -0.124


Entry 6:
C12H11BaF3O5 as an isolated structure in a non-equilibrium geometry, computed with the ωB97M-V functional and the def2-TZVPD basis.

The calculation puts the largest force on an atom at 0.177 Eh/bohr. As for the charge: +2. For the HOMO energy, the calculation gives -0.56812 hartree. As for the lowest unoccupied orbital energy: -8.66 eV. The HOMO-LUMO gap comes out at 6.799 eV.

Last column: Mulliken charge in e.
CARTESIAN COORDINATES (ANGSTROEM)
O  4.865000  1.552730  0.960763  -0.473
C  3.739081  1.010411  0.490440  0.394
O  3.865065  0.052369  -0.640955  -0.467
C  2.221293  1.360458  1.090394  -0.221
C  1.333102  1.943451  -0.170453  -0.946
C  -0.278182  1.605627  -0.072268  0.281
C  -0.875924  0.268542  -0.448909  0.605
C  0.044485  -0.986977  -1.015762  -0.178
C  0.114094  -2.231327  0.048774  -0.329
O  0.067574  -1.651206  1.401107  -0.454
C  -0.953884  -3.444415  -0.224901  0.787
F  -0.205116  -4.729051  0.043695  -0.243
F  -2.166537  -3.419340  0.625797  -0.210
F  -1.422016  -3.552656  -1.636751  -0.256
C  -2.524958  0.014878  -0.349549  0.452
O  -3.107531  -1.049117  -0.938056  -0.546
C  -3.522189  1.074392  0.438040  -0.502
C  -2.949531  2.389118  0.838038  -0.429
C  -1.388489  2.740758  0.439881  0.252
O  -1.009959  4.031679  0.508728  -0.462
H  4.497327  -0.698307  -0.405192  0.354
H  2.354643  2.273114  1.841842  0.375
H  1.731195  0.447217  1.640102  0.218
H  1.493589  3.110225  -0.241429  0.461
H  1.711401  1.467832  -1.197050  0.276
H  -0.381781  -1.254845  -2.072015  -0.397
H  1.173348  -0.644811  -1.199296  0.451
H  1.199965  -2.714089  -0.065341  0.272
H  -0.398651  -2.246311  2.058666  0.353
H  -4.634595  0.782694  0.665744  0.381
H  -3.657223  3.140926  1.426762  0.356
Ba  -0.934595  -0.643970  -3.840845  1.843

Atomic forces in eV per Å
-7.863 -3.568 -2.938
6.104 1.837 2.121
-0.732 0.545 2.687
0.720 0.897 -0.532
-0.726 -0.001 -0.684
-2.027 -2.865 -0.668
0.487 2.745 0.206
0.034 1.464 0.937
1.018 -0.451 0.278
-1.002 -1.521 -1.582
-1.086 -2.752 0.537
-2.860 4.354 -0.904
4.418 -0.072 -2.993
1.505 0.626 3.842
-2.641 -2.570 -1.299
4.143 5.769 2.446
3.126 2.778 0.506
-0.818 -3.957 -1.295
0.988 5.820 0.634
-2.065 -8.341 -0.527
-0.733 1.829 -0.133
-0.083 -2.284 -1.552
1.100 1.649 -1.289
-0.576 -2.450 0.159
-0.775 1.002 2.274
1.394 -1.142 4.442
-2.405 -0.506 0.462
-2.571 0.748 0.028
0.675 0.660 -1.203
2.492 0.411 -0.665
2.097 -1.410 -1.513
-1.340 0.757 -1.783